Here is 4 unconnected molecules or ions with the total composition C44H79FN5O4PS from OMol25. Energies are from wB97M-V/def2-TZVPD.

Each line ends with the Löwdin charge.
Geometry (Å):
1 S -4.01150 0.74357 -7.00284  0.121
2 P -4.91391 0.45702 -5.30962  0.349
3 F -2.43579 -1.46260 -5.25090  0.080
4 O -3.65459 7.62033 2.61888  -0.189
5 O -3.15210 -4.52087 1.63964  -0.062
6 O 0.81960 1.46123 4.57913  -0.196
7 O 3.39817 -5.53558 -4.08667  -0.206
8 N 6.17466 -6.40446 -4.23475  0.041
9 N -5.09231 5.09947 2.76773  0.051
10 N 1.18250 0.91038 7.41647  0.039
11 N -2.76060 -2.58788 -0.67200  0.192
12 N -1.47289 -2.78952 -3.13515  0.215
13 C -5.69838 6.38506 4.74619  -0.069
14 C 2.84889 -0.36376 -4.35132  -0.210
15 C 2.85084 -1.31344 -3.15693  -0.218
16 C 1.77684 2.08986 6.78426  -0.435
17 C -3.24884 -1.91700 -1.75336  -0.137
18 C -5.73555 2.80644 -0.34332  -0.048
19 C 3.49204 1.28640 1.96866  -0.215
20 C -5.84455 0.32831 -0.05411  -0.154
21 C -5.05708 4.00470 -0.46926  -0.099
22 C 3.41201 -0.24628 1.94846  -0.210
23 C 3.70964 1.73565 -3.15732  -0.197
24 C -3.08982 -1.32119 -4.10845  -0.233
25 C -4.82751 -0.43289 -2.72228  -0.046
26 C 4.30920 1.33392 -1.78994  -0.201
27 C -1.94536 -3.77243 1.66525  -0.264
28 C 3.37219 1.57049 -0.59775  -0.198
29 C 3.91951 0.72720 -4.29745  -0.214
30 C 1.94964 -2.53340 -3.35880  -0.194
31 C -4.55532 5.74166 3.96850  -0.435
32 C -4.33507 8.79884 3.00192  -0.108
33 C -0.11836 2.45358 4.21306  -0.107
34 C 4.42124 -2.05501 0.43213  -0.109
35 C -1.13644 -4.01290 0.40344  -0.114
36 C 0.30018 -4.12756 -2.22166  -0.125
37 C 4.94376 -8.13398 -3.04201  -0.068
38 C 1.96211 1.92426 5.27146  -0.221
39 C -2.58950 -2.02945 -2.99182  -0.114
40 C 0.97152 3.32361 7.17767  -0.069
41 C 5.35346 -6.66524 -3.05147  -0.435
42 C 2.39901 -6.51539 -4.29353  -0.103
43 C -2.98112 2.83034 -0.35058  -0.082
44 C -4.39616 -1.09646 -1.61354  -0.168
45 C 4.17812 -5.69020 -2.91765  -0.214
46 C -3.67154 4.01858 -0.47818  -0.104
47 C -5.05427 1.60606 -0.22168  -0.230
48 C 4.07065 1.95755 0.71921  -0.204
49 C -3.66409 1.63496 -0.22375  -0.035
50 C -3.39666 6.69742 3.65774  -0.210
51 C -1.67758 -3.30068 -0.80878  -0.172
52 C -4.18966 -0.52536 -3.98740  -0.329
53 C -1.00822 -3.40712 -2.08480  -0.198
54 C 4.68521 -0.98582 1.49335  -0.241
55 C -5.07762 -0.96989 -0.27437  -0.148
56 C 1.45598 -3.12413 -2.03982  -0.184
57 H 2.50388 -3.30770 -3.88607  0.100
58 H 3.88074 -1.63622 -2.97519  0.112
59 H 1.86834 0.11399 -4.42215  0.116
60 H 5.98685 -6.49356 -2.17529  0.135
61 H -6.22571 0.31615 0.97090  0.126
62 H 5.81735 -8.76254 -2.87504  0.076
63 H 4.90815 0.26514 -4.22060  0.111
64 H -5.68367 0.22742 -2.64108  0.109
65 H 2.32236 2.85777 4.81779  0.120
66 H 2.29386 -3.60172 -1.52787  0.100
67 H -5.21267 1.63782 -4.61574  -0.017
68 H -6.31040 7.01836 4.10349  0.065
69 H -4.13327 4.95056 4.59688  0.133
70 H 1.09278 -2.24370 -3.97376  0.113
71 H -3.13431 4.95162 -0.58253  0.105
72 H 4.09266 1.58640 2.83180  0.105
73 H 0.31999 0.68902 6.92700  0.070
74 H 2.77748 -7.37818 -4.84655  0.077
75 H -3.82261 -3.97378 1.21958  0.070
76 H -0.09428 3.17692 7.00071  0.064
77 H -1.37333 -4.09411 2.53485  0.117
78 H 3.53376 -5.96879 -2.07147  0.119
79 H -4.06618 9.57596 2.28747  0.087
80 H 2.65874 2.35316 -0.86721  0.108
81 H 0.34163 -4.54785 -3.22721  0.111
82 H 4.50816 -8.43267 -3.99570  0.066
83 H -6.35030 5.61427 5.15535  0.075
84 H -5.77829 -1.80406 -0.17560  0.127
85 H -5.62576 4.92109 -0.55326  0.104
86 H -3.07913 7.23130 4.56390  0.119
87 H -4.34227 -1.10648 0.51797  0.104
88 H 2.78275 2.20639 7.19974  0.135
89 H -0.09252 -3.73260 0.57098  0.124
90 H 2.63228 1.88095 -3.04196  0.105
91 H 5.22319 1.90895 -1.62555  0.108
92 H 5.34015 -2.35249 -0.07518  0.072
93 H -6.18896 -0.11339 -5.43453  -0.016
94 H -0.65862 2.08482 3.34134  0.085
95 H -5.32586 6.99377 5.57232  0.078
96 H 2.77137 0.67424 -0.43232  0.088
97 H 5.44121 -0.29207 1.12915  0.093
98 H 4.58234 -4.69514 -2.70726  0.119
99 H 2.98903 -0.96499 -5.25402  0.115
100 H 6.56237 -5.46741 -4.18587  0.072
101 H -1.89957 2.84472 -0.35550  0.103
102 H -6.73008 0.36968 -0.69117  0.113
103 H 5.12604 -1.47969 2.36182  0.101
104 H 1.09736 3.52717 8.24022  0.076
105 H 3.90100 1.26716 -5.24633  0.104
106 H 2.72925 1.16382 5.10107  0.114
107 H 0.38132 3.39058 3.94688  0.091
108 H 0.37043 -4.94792 -1.51121  0.102
109 H 3.17411 -0.56439 2.96592  0.100
110 H -3.10133 0.71577 -0.12627  0.109
111 H 1.11386 -2.30082 -1.40424  0.111
112 H 1.29400 4.20408 6.61860  0.078
113 H -2.54749 6.10253 3.31112  0.119
114 H -0.84178 2.65071 5.00830  0.074
115 H 1.78183 0.10380 7.27164  0.071
116 H 3.97539 -2.94229 0.88461  0.073
117 H -4.36098 4.56624 2.30546  0.058
118 H -1.14118 -5.08877 0.20783  0.130
119 H 2.48184 1.66479 2.14988  0.103
120 H 4.59382 0.28252 -1.82210  0.088
121 H -2.16198 -2.71021 1.77968  0.111
122 H 4.21696 -8.33964 -2.25376  0.078
123 H -4.03359 9.12177 4.00322  0.090
124 H 5.56713 -6.39650 -5.04922  0.071
125 H 5.13552 1.73226 0.64362  0.093
126 H 2.53274 -0.78191 -2.25568  0.091
127 H -5.33285 5.83089 2.10412  0.067
128 H 4.14097 2.69130 -3.45410  0.104
129 H 3.73406 -1.68196 -0.32658  0.038
130 H 2.56804 -0.57436 1.33854  0.095
131 H -5.42053 8.67294 2.98206  0.075
132 H 1.97625 -6.85663 -3.34315  0.090
133 H -6.81879 2.80389 -0.32452  0.116
134 H 3.99146 3.03778 0.85216  0.108
135 H 1.60896 -6.05237 -4.88500  0.088

Summary:
Charge: 0
Highest occupied orbital energy in eV: -8.7
Molecular weight in g/mol: 824.2
Structure (SMILES): CCCCCCCCCCCCCCc1nc2c(F)c([PH2]=S)cc(CCc3ccccc3)c2nc1CCO.COC[C@@H](C)N.COC[C@@H](C)N.COC[C@@H](C)N

Here is a molecular structure, C28H32N5NiO2Si2 from OMol25. Energies are from wB97M-V/def2-TZVPD.

Each line ends with the Löwdin charge.
Geometry (Å):
1 Ni 0.47182 -0.99453 -0.55275  0.386
2 Si 3.03559 -1.53703 0.67846  0.418
3 Si -1.94529 0.89691 -2.37511  0.540
4 O -3.90053 -0.48774 4.96068  -0.041
5 O -2.93573 1.53880 5.09220  -0.035
6 N -0.87803 -2.63278 -0.33454  0.055
7 N 0.17700 1.21318 -0.56315  -0.044
8 N -0.28113 0.75304 -1.82795  -0.004
9 N -1.11775 -0.31235 0.86295  0.125
10 N 2.48312 -0.48978 -0.57696  -0.099
11 C -1.69280 -2.58922 0.74055  -0.203
12 C -2.45197 0.18127 3.20996  -0.071
13 C 0.31675 3.21165 -1.99009  0.056
14 C -3.18294 0.44311 4.58718  -0.712
15 C -3.11616 2.04783 -1.39085  -0.150
16 C 4.65351 -1.04015 1.57910  -0.188
17 C 1.34977 3.97376 -1.29908  -0.193
18 C 2.63376 3.12864 -1.39326  -0.159
19 C -1.81606 1.21619 2.53776  0.064
20 C 2.20813 1.69517 -1.77147  -0.081
21 C -0.31281 1.84435 0.54849  -0.176
22 C 1.34163 3.77555 0.29400  -0.145
23 C 1.72020 -1.84010 2.04895  -0.169
24 C 0.26005 3.00222 0.96690  0.036
25 C -1.13442 0.92849 1.35896  -0.183
26 C -2.41891 -4.84161 0.34268  -0.060
27 C -0.84649 -3.73902 -1.06383  -0.131
28 C -2.45503 -3.69460 1.11213  0.004
29 C -2.43982 -1.09777 2.66649  0.058
30 C 2.92578 1.66985 0.47928  -0.039
31 C 3.42362 -3.24413 -0.10763  -0.187
32 C -1.82659 1.46737 -4.19281  -0.161
33 C -1.60977 -4.86059 -0.78411  -0.061
34 C 2.61428 0.84682 -0.55768  -0.382
35 C 2.77062 3.09525 0.13445  -0.208
36 C -2.74001 -0.83530 -2.32662  -0.164
37 C 0.67368 1.82479 -1.75137  -0.375
38 C -1.76577 -1.30862 1.46890  -0.207
39 H -1.24730 0.76299 -4.78027  0.025
40 H -3.08293 -3.64164 1.98533  0.111
41 H 3.78720 -3.92154 0.65933  0.012
42 H 4.45506 -0.41287 2.44126  0.010
43 H 0.82658 -2.28309 1.61105  -0.014
44 H -2.76755 3.07536 -1.33656  0.016
45 H -0.02805 3.36115 1.94450  0.108
46 H 2.60525 1.32551 -2.71400  0.144
47 H -2.94444 -1.87799 3.21479  0.110
48 H -3.66572 -0.83223 -2.89585  0.025
49 H 1.43485 5.02814 -1.56682  0.135
50 H -1.35440 2.43933 -4.28146  0.013
51 H -2.08745 -1.59051 -2.75373  0.016
52 H -0.18640 -3.72716 -1.92311  0.113
53 H 2.07823 -2.52029 2.81673  0.021
54 H -1.85160 2.20575 2.96378  0.118
55 H 5.31996 -0.49660 0.91840  0.018
56 H 5.18139 -1.92079 1.93073  0.011
57 H 4.18893 -3.16950 -0.87338  0.014
58 H -3.01823 -5.70144 0.60706  0.105
59 H 1.42661 -0.91032 2.52876  0.026
60 H -4.09403 2.06156 -1.86619  0.027
61 H 2.54035 -3.68870 -0.55375  -0.004
62 H 3.53481 3.74148 0.57053  0.130
63 H -0.71099 3.53056 -1.99543  0.090
64 H 1.43569 4.73907 0.79645  0.124
65 H -2.98180 -1.13703 -1.31228  0.013
66 H -2.81435 1.53314 -4.63548  0.021
67 H 3.47381 3.50801 -1.97312  0.141
68 H -3.25505 1.69572 -0.37134  0.023
69 H -1.57462 -5.72255 -1.43189  0.099
70 H 3.18492 1.33752 1.46515  0.086

Summary:
Spin multiplicity: 3
Charge: -1
⟨S²⟩: 2.020
Highest occupied orbital energy (alpha / beta) in eV: -4.1 / -3.9
Molecular weight in g/mol: 585.5

Here is a molecular structure, C45H43CrN8P2Se2 from OMol25. Energies are from wB97M-V/def2-TZVPD.

Each line ends with the Löwdin charge.
Geometry (Å):
1 Se -2.23940 -2.11285 -3.73715  0.305
2 Se 1.29390 2.71618 -0.50449  0.460
3 Cr 2.12005 0.25024 1.05161  0.605
4 P -2.78047 -1.87529 -1.71998  0.541
5 P -0.47069 1.85948 -1.35919  0.662
6 N 1.65517 -1.31014 3.34756  0.004
7 N 3.86586 0.60006 1.88476  0.044
8 N 1.59715 1.55803 2.86212  0.097
9 N 3.53741 -0.18217 -0.64565  0.093
10 N 3.01261 -2.45670 1.00481  0.004
11 N 0.21729 -1.34926 0.63671  -0.056
12 N -0.84579 -1.90720 0.12193  0.014
13 N 0.35545 -0.13137 0.15043  -0.226
14 C 5.72421 -0.68622 -2.31289  -0.024
15 C 2.67316 1.60726 3.68255  -0.214
16 C -3.88938 3.14598 0.49617  -0.071
17 C 0.80426 2.48257 -3.73420  -0.132
18 C 1.48422 2.80282 5.36138  -0.026
19 C -2.96452 -3.47181 -0.85289  -0.375
20 C -3.24182 -3.54806 0.51658  -0.132
21 C -3.40796 -4.77828 1.12727  -0.076
22 C 2.56143 -2.46733 3.41254  -0.254
23 C 4.80908 -0.12127 -0.18870  -0.207
24 C 3.35725 -0.52835 -1.93314  -0.267
25 C 0.47069 2.15070 3.28533  -0.275
26 C -1.93454 2.79698 -0.85962  -0.358
27 C -3.01756 -5.87912 -0.97417  -0.069
28 C -6.97193 0.05480 -1.30412  -0.075
29 C 5.91098 -0.34467 -0.98654  -0.001
30 C -1.30737 1.70407 -5.36307  -0.061
31 C -1.43967 -1.03812 -0.75039  -0.342
32 C -2.85653 -4.63985 -1.59167  -0.102
33 C 6.19357 0.14468 1.90947  0.016
34 C -2.00549 4.12440 -1.29615  -0.083
35 C -4.72551 0.10059 -2.15881  -0.107
36 C 3.93237 1.03236 3.14726  -0.183
37 C 4.98003 0.21928 1.24820  -0.180
38 C -2.87870 2.31007 0.03369  -0.110
39 C -3.29412 -5.94876 0.38074  -0.077
40 C -0.14101 2.19622 -5.92846  -0.064
41 C -0.75714 2.11929 2.43940  -0.039
42 C -4.41689 -1.08133 -1.49183  -0.326
43 C -0.65322 0.14692 -0.71390  -0.375
44 C -5.98746 0.66626 -2.06618  -0.072
45 C 6.25344 0.50835 3.24066  -0.011
46 C 2.48527 -3.25384 2.12023  -0.259
47 C 0.39783 2.79142 4.52617  -0.001
48 C -6.69201 -1.13925 -0.65745  -0.067
49 C -0.36434 1.97343 -3.16448  -0.360
50 C -3.01748 4.95154 -0.83777  -0.063
51 C -3.95695 4.46224 0.06524  -0.068
52 C -5.42847 -1.71269 -0.75888  -0.071
53 C -1.42040 1.60494 -3.98486  -0.091
54 C 1.97406 -0.66833 -2.47605  -0.007
55 C 2.64771 2.19307 4.92611  -0.003
56 C 4.43692 -0.79121 -2.77923  0.003
57 C 0.91151 2.59522 -5.11332  -0.067
58 C 5.11436 0.98289 3.86118  0.016
59 H 2.73185 -2.86970 0.12312  0.081
60 H 1.99269 -0.82936 -3.55298  0.097
61 H 2.33401 -3.14077 4.24136  0.112
62 H 3.52973 2.19195 5.55412  0.110
63 H -3.99192 0.58374 -2.77383  0.067
64 H -5.24683 -2.66233 -0.28190  0.087
65 H 7.08269 -0.20151 1.40022  0.115
66 H -3.42796 -6.91243 0.86142  0.106
67 H -2.64451 -4.57949 -2.65158  0.042
68 H -4.62902 2.76070 1.19052  0.112
69 H -3.62672 -4.82957 2.18867  0.105
70 H -0.79637 3.00993 1.81299  0.077
71 H -3.06898 5.98027 -1.17679  0.111
72 H -4.74508 5.11271 0.43072  0.110
73 H 0.70706 -1.63852 3.20538  0.074
74 H 1.61950 2.79527 -3.09255  0.034
75 H -2.32831 1.22995 -3.56112  0.060
76 H -0.74951 1.25497 1.78967  0.050
77 H 1.81780 3.00037 -5.54915  0.108
78 H 4.02745 -2.48092 1.02466  0.077
79 H 3.58266 -2.09759 3.55742  0.108
80 H -6.20126 1.58752 -2.59750  0.111
81 H 1.43220 0.24112 -2.27758  0.017
82 H 6.57105 -0.87335 -2.96090  0.122
83 H -2.92742 -6.78720 -1.55919  0.107
84 H -2.13298 1.38536 -5.98796  0.114
85 H -7.95962 0.49783 -1.23003  0.109
86 H 1.66759 -0.81465 4.23179  0.075
87 H -7.46131 -1.64447 -0.08351  0.109
88 H -0.05253 2.27374 -7.00679  0.111
89 H -1.65179 2.09962 3.06387  0.096
90 H 1.44293 -1.50585 -2.01095  0.095
91 H 7.18839 0.44018 3.78527  0.126
92 H 3.01156 -4.19998 2.24933  0.112
93 H 6.91070 -0.24453 -0.58413  0.111
94 H 1.44033 -3.47265 1.90575  0.106
95 H -1.25931 4.50106 -1.98788  0.112
96 H -0.53306 3.25937 4.81756  0.125
97 H 1.43594 3.27185 6.33493  0.121
98 H 5.15369 1.31169 4.89113  0.115
99 H 4.23890 -1.07129 -3.80471  0.123
100 H -3.32269 -2.64325 1.10517  0.108
101 H -2.83196 1.28135 0.37108  0.099

Summary:
Spin multiplicity: 5
Charge: +1
⟨S²⟩: 6.012
Highest occupied orbital energy (alpha / beta) in eV: -9.6 / -9.6
Molecular weight in g/mol: 967.8
ΔE to the lowest compared entry with this formula, charge and spin in kJ/mol: 58.03

Asked for largest force on an atom across the records above, the calculation gives 0.89, 1.47, 1.32 eV/A in order.